Entry 1:
Below is a molecular structure, C26H36N6O2S3SbSc, with properties calculated with ωB97M-V/def2-TZVPD.

Structure (XYZ):
```
75
Properties=species:S:1:pos:R:3:forces:R:3:lowdin_spin:R:1
C 1.763 1.811 -1.288 -0.007 0.075 -0.042 0.0051
O 1.702 -0.394 -0.384 -0.169 0.041 -0.104 0.0312
C -5.599 1.904 2.652 -0.038 0.017 0.053 0.0000
H 0.550 0.666 1.492 -0.028 0.005 -0.022 0.0004
H 5.177 0.397 1.333 -0.012 0.035 -0.012 0.0197
H 0.622 2.439 -2.974 -0.003 -0.008 0.011 -0.0002
H 2.450 -2.244 2.773 0.012 0.012 0.016 -0.0006
H -1.336 -2.112 1.404 -0.027 -0.007 -0.006 0.0000
Sc -0.030 -1.226 -1.082 0.396 -0.418 0.079 0.0037
C 2.174 -0.284 3.617 0.021 0.043 0.051 0.0091
C -4.272 0.812 0.805 0.015 0.002 0.021 0.0003
N -0.544 -3.393 -1.969 -0.039 0.143 -0.032 0.0002
H -1.802 -0.671 -5.092 -0.009 0.007 0.012 0.0000
N 3.718 -0.997 1.765 0.041 -0.158 -0.116 0.2053
H 3.423 5.530 -0.712 -0.006 -0.002 -0.008 -0.0011
C -0.670 1.384 2.856 0.001 -0.028 -0.024 0.0006
H 1.391 -0.735 4.234 -0.017 -0.001 0.006 0.0007
Sb 3.389 -2.748 -1.454 0.084 0.038 -0.078 0.0003
C 2.448 -1.211 2.428 -0.070 -0.063 0.020 0.0199
H -4.154 -0.054 -1.624 0.011 0.000 0.000 0.0000
C 3.420 1.085 0.349 0.006 0.009 -0.087 0.0294
H -2.246 -4.295 0.834 0.025 -0.009 -0.019 0.0000
H -5.207 0.682 0.269 -0.010 0.001 -0.007 0.0000
H 0.379 -3.752 -2.229 0.000 -0.024 0.021 0.0000
H -3.067 2.101 3.661 0.005 0.001 0.014 0.0000
C -3.109 0.345 0.210 0.015 0.004 0.042 0.0000
H 1.650 -1.158 1.688 0.017 0.004 0.012 0.0022
H -2.748 -3.045 -0.307 0.005 -0.029 0.002 0.0000
C -2.582 -1.161 -3.162 -0.019 0.012 0.042 0.0000
N -2.276 -0.841 -1.763 -0.037 0.013 0.014 -0.0002
H 1.971 3.821 -2.022 0.005 0.022 -0.005 0.0086
H -0.306 1.058 -4.512 -0.013 -0.017 0.004 -0.0004
C -1.880 1.188 2.124 0.045 -0.011 -0.013 0.0001
C 2.375 3.080 -1.341 0.001 -0.046 0.024 0.1348
C -1.435 -0.713 -4.066 -0.028 -0.060 -0.062 0.0000
H 2.487 1.641 2.643 -0.006 -0.011 0.045 0.0028
C 4.153 4.723 -0.650 0.016 0.059 -0.001 -0.0058
H -6.304 1.079 2.756 -0.007 -0.001 -0.006 0.0000
C -1.191 -4.348 -1.042 0.009 -0.052 -0.040 0.0001
S 1.877 -1.673 -3.125 0.138 0.013 -0.085 0.0012
C 4.134 0.160 1.155 0.051 0.098 0.067 0.3613
C -4.302 1.439 2.055 0.057 -0.022 -0.032 0.0001
H 4.864 2.585 0.840 0.015 0.002 -0.005 0.0061
C 3.482 3.380 -0.572 -0.002 -0.042 0.022 0.0020
S 1.996 -3.740 0.052 -0.052 0.026 0.039 0.0026
H -0.094 -3.097 0.954 -0.018 0.009 0.013 0.0000
O -0.750 0.142 0.346 -0.103 0.242 0.094 0.0003
H 4.779 4.903 0.224 0.001 -0.002 0.001 -0.0002
H -6.070 2.665 2.029 -0.004 0.000 -0.011 0.0000
C -1.885 -3.595 0.075 -0.066 -0.008 0.032 0.0000
C 3.982 2.377 0.243 0.000 0.045 -0.020 0.1208
N -0.932 -2.616 0.622 -0.089 0.088 -0.003 0.0001
H -0.406 -4.977 -0.623 -0.029 0.006 0.008 0.0001
C 1.732 1.129 3.239 -0.071 0.044 -0.049 0.0037
C -3.193 -0.221 -1.127 -0.013 -0.017 -0.015 -0.0001
H -0.735 1.813 3.852 0.013 0.010 0.006 0.0001
H 1.517 1.730 4.123 0.024 -0.023 0.025 0.0008
H -1.897 -4.996 -1.562 -0.007 0.015 0.005 0.0000
H -1.062 -3.343 -2.840 0.016 -0.031 -0.018 0.0000
H -3.511 -0.663 -3.457 0.027 -0.006 -0.021 0.0000
C -0.872 0.644 -3.675 0.007 0.058 -0.017 -0.0017
C -3.093 1.613 2.692 -0.029 -0.004 -0.040 0.0001
H 4.793 4.789 -1.532 0.004 0.000 -0.007 -0.0024
H -1.690 1.340 -3.456 -0.002 -0.004 -0.016 -0.0008
H 3.065 -0.208 4.243 -0.003 0.003 -0.015 -0.0001
H 4.476 -1.517 2.175 -0.030 -0.017 0.023 0.0020
S 2.483 -3.643 -3.574 -0.047 0.030 0.033 0.0005
C 2.245 0.806 -0.426 0.007 -0.071 0.007 0.0614
C -1.860 0.533 0.859 0.002 -0.032 -0.002 0.0000
C 0.740 1.595 -2.287 0.002 -0.015 0.052 -0.0029
N 0.012 0.561 -2.495 -0.004 -0.030 0.046 -0.0220
H -2.753 -2.236 -3.258 -0.004 0.000 -0.008 0.0000
H -0.622 -1.443 -4.065 -0.007 0.019 0.015 0.0000
H -5.443 2.334 3.640 -0.003 0.004 -0.001 0.0000
N 0.509 1.069 2.435 0.031 0.014 0.074 0.0007
```
Forces are in eV/Å.

Properties
- 2S+1: 2
- Energy above the lowest of the compared OMol25 structures with the same formula, charge and spin: 3.0 kcal per mole
- HOMO-LUMO gap (spin up / spin down): 0.1694 / 0.2346 Ha
- Total charge: +1
- E: -100327.002 eV
- LUMO (spin up / spin down): -3.502 / -3.504 eV

Entry 2:
Below is a molecular structure, C30H58N3SeSi4Tl, with properties calculated with ωB97M-V/def2-TZVPD.

Structure (XYZ):
```
97
Properties=species:S:1:pos:R:3:forces:R:3:lowdin_charge:R:1
H 2.117 -4.433 3.679 0.013 0.000 -0.035 0.0868
C 1.753 2.204 2.576 -0.179 0.020 0.061 -0.3232
H -3.057 -0.916 2.938 -0.070 -0.032 0.006 0.0210
H -2.717 2.898 1.757 -0.025 0.017 0.025 0.0494
C 1.712 -3.612 0.842 0.111 -0.112 -0.119 -0.2319
H 4.292 -0.727 0.522 -0.032 -0.044 -0.009 0.1004
C 3.307 -0.406 0.157 0.556 -0.426 0.189 -0.1288
H 1.225 -5.262 -0.449 -0.007 0.014 -0.018 0.0736
C 1.473 -5.068 0.595 -0.065 -0.014 -0.018 -0.0257
H -2.818 0.767 3.396 -0.006 0.030 0.038 0.0366
C 4.066 2.793 2.404 0.024 0.027 0.074 -0.0395
H 1.783 2.992 4.931 0.013 0.009 0.019 0.0967
C 2.015 -1.674 2.025 0.022 -0.331 -0.023 -0.2498
C -0.369 -0.944 -5.593 0.004 0.011 -0.017 -0.0594
H 3.876 2.540 1.364 0.033 0.003 -0.011 0.0784
H -5.174 1.259 1.430 0.006 0.039 0.046 0.0371
C -2.016 -0.500 -0.352 0.637 0.093 0.301 -0.5526
H -1.444 -0.207 2.873 0.032 0.018 -0.005 0.0232
H 4.471 3.805 2.451 0.005 -0.015 0.001 0.0918
C 1.670 -2.988 2.143 0.197 0.132 0.141 -0.2547
H 1.206 -3.033 4.243 0.009 0.017 -0.011 0.0748
H -4.524 -2.355 0.980 -0.010 -0.010 0.066 0.0224
C -2.504 -0.010 2.697 0.046 -0.007 -0.011 -0.1690
H 0.409 -4.285 3.300 -0.001 0.014 -0.007 0.0704
C 1.337 -3.717 3.404 -0.020 -0.028 0.109 -0.0325
N 0.818 1.738 2.081 -0.206 -0.086 -0.072 0.1919
Tl 0.250 -0.177 -0.080 0.209 -0.386 -0.266 0.7589
C 0.927 -1.105 -5.138 0.028 -0.010 0.048 -0.0466
N 2.813 2.732 3.143 0.103 0.063 -0.124 -0.1939
N 0.206 -0.800 -2.875 0.050 0.109 0.196 0.0214
H -0.480 -3.270 -1.528 0.100 -0.011 0.028 0.0090
Se 1.351 1.916 -1.374 0.032 0.042 -0.203 0.3801
C 2.248 -1.390 0.592 -0.781 0.727 -0.117 -0.3514
H 2.023 5.961 0.331 -0.007 0.053 -0.009 0.0345
H -0.501 -2.648 1.615 0.109 0.025 0.030 0.0061
H -4.224 -3.863 0.132 0.034 -0.063 -0.003 0.0379
H -1.939 -3.093 -2.485 -0.073 0.024 -0.057 0.0237
H 2.170 -1.095 -3.398 -0.057 0.027 -0.103 0.0902
C 2.330 -0.780 3.182 0.023 0.059 0.070 -0.0449
C -3.994 -0.772 -2.725 -0.039 0.083 0.078 -0.1671
C -1.043 -0.591 -3.308 -0.155 0.016 -0.146 -0.3102
H 2.819 4.504 -2.814 0.044 -0.002 0.011 0.0230
Si -2.388 -0.002 -2.112 -0.245 -0.252 0.156 0.4288
C -1.524 -2.990 1.487 0.029 -0.033 -0.006 -0.1588
H 3.461 2.445 5.124 -0.007 0.005 -0.004 0.0911
C -1.565 -3.366 -1.500 0.025 -0.004 0.017 -0.1523
H 3.128 0.599 0.526 -0.072 0.056 0.034 -0.0007
C 2.093 4.872 0.387 0.010 -0.099 0.004 -0.2169
Si 1.114 4.140 -1.037 -0.130 0.114 0.005 0.1052
C -4.686 0.651 0.666 0.016 0.010 -0.003 -0.1638
H 1.620 -3.447 -2.060 -0.062 0.008 -0.024 0.0713
H -4.712 -2.430 -0.770 -0.064 -0.008 -0.026 0.0124
C 2.795 3.094 4.548 0.024 0.010 0.050 -0.0300
C -4.109 -2.779 0.065 0.030 0.021 -0.034 -0.1664
H 1.750 -1.291 -5.814 0.009 0.010 -0.010 0.1056
H 2.926 0.073 2.866 0.061 0.024 -0.031 0.0483
H -1.593 2.324 -2.244 0.059 0.071 0.046 -0.0035
C 2.087 -2.690 -0.083 -0.107 -0.037 0.019 -0.2537
H -1.331 4.430 -1.553 -0.023 -0.041 -0.068 0.0168
H -2.800 1.966 -3.483 0.019 0.016 -0.043 0.0449
H 3.118 4.130 4.666 0.001 -0.017 0.016 0.0907
H 3.286 -3.675 -1.561 -0.003 -0.024 0.046 0.0945
H -0.600 -1.006 -6.649 0.003 -0.016 -0.009 0.1079
H -1.511 -4.083 1.455 0.025 -0.041 0.000 0.0473
H -0.571 5.891 -0.923 -0.001 0.049 0.001 0.0354
H 0.658 -5.455 1.210 -0.017 0.024 -0.003 0.0703
H -3.321 2.297 -1.831 -0.056 0.001 -0.021 0.0272
H -1.013 4.581 0.174 -0.009 0.040 0.011 0.0109
H -1.812 -4.416 -1.325 0.030 -0.047 -0.004 0.0432
H -4.911 1.106 -0.301 -0.021 0.037 -0.029 0.0239
H -2.618 2.892 -0.001 -0.033 0.013 0.043 0.0099
Si -2.279 -2.358 -0.092 -0.321 0.184 0.003 0.3747
H 1.190 4.612 -3.472 -0.028 -0.011 -0.023 0.0272
H -1.198 2.518 0.961 0.070 -0.104 0.028 -0.0163
H 2.359 -5.662 0.835 0.019 -0.007 0.019 0.0864
H 1.849 5.959 -2.531 0.010 0.054 -0.020 0.0292
H -3.947 -1.853 -2.839 0.037 -0.072 -0.011 0.0292
Si -2.827 0.604 0.953 -0.160 -0.145 -0.152 0.3627
C -1.357 -0.668 -4.666 0.031 0.021 0.004 -0.0637
H -4.795 -0.546 -2.020 -0.056 0.006 -0.022 0.0244
H 1.687 4.562 1.349 0.000 -0.025 0.073 0.0128
H 2.726 -2.090 -2.036 0.075 0.011 0.097 0.0343
H 3.147 4.601 0.339 0.063 -0.012 -0.003 0.0177
H -5.144 -0.335 0.681 -0.041 -0.033 0.002 0.0122
H 1.444 -0.389 3.687 -0.008 0.010 -0.021 0.0760
C -0.623 4.804 -0.817 0.043 0.029 0.026 -0.2122
H 2.922 -1.325 3.920 -0.036 -0.008 0.027 0.0865
H 4.793 2.093 2.824 0.005 0.001 -0.020 0.0935
H -2.089 -2.689 2.365 -0.069 -0.009 0.055 0.0280
C 2.438 -2.987 -1.503 0.106 -0.065 -0.061 -0.0416
H -2.374 -0.495 -4.993 -0.024 -0.017 0.000 0.0975
H 3.372 -0.329 -0.928 -0.050 0.045 0.007 0.0510
C -2.275 2.385 0.898 0.012 0.059 -0.018 -0.1869
C 1.812 4.871 -2.615 -0.003 -0.047 -0.014 -0.2435
H -4.281 -0.344 -3.687 0.006 0.035 -0.044 0.0325
C 1.160 -1.015 -3.775 0.100 0.061 -0.132 -0.1496
C -2.543 1.826 -2.430 0.019 0.054 -0.088 -0.1600
```
Forces are in eV/Å.

Properties
- Energy above the lowest of the compared OMol25 structures with the same formula, charge and spin: 0.0 kcal per mole
- HOMO-LUMO gap: 0.2696 Ha
- Total charge: 0
- E: -138075.601 eV
- LUMO: 0.015 eV

Entry 3:
Below is a gas-phase ion, C4H10NO2 (charge -1), with properties calculated with ωB97M-V/def2-TZVPD.

Structure (XYZ):
```
17
Properties=species:S:1:pos:R:3:forces:R:3:nbo_charge:R:1
H -0.902 1.784 -2.183 0.104 0.329 0.103 0.1711
H -0.421 1.963 -0.445 0.224 0.470 -0.024 0.1668
H 1.805 0.897 0.315 0.135 0.152 -0.517 0.1550
C 0.253 -0.583 -0.094 -0.748 0.102 0.002 -0.1244
H -0.771 -1.666 1.398 -0.233 0.048 0.360 0.0908
H 0.701 -1.528 -0.366 0.367 -0.309 -0.054 0.1858
H -0.344 -0.486 -2.020 -0.358 -0.198 0.182 0.3686
C -1.104 -0.953 0.608 -0.270 0.209 -0.898 -0.0307
C 1.194 0.165 0.827 0.362 -0.128 0.630 -0.0663
H -1.478 -0.017 1.105 0.375 -0.017 0.414 0.0641
H -1.810 0.980 -0.883 -0.083 0.150 -0.045 0.2089
C -0.813 1.304 -1.208 -0.513 -1.003 -0.056 -0.4277
H 2.968 -0.562 1.413 0.838 0.449 -0.411 0.4551
O 2.056 -0.746 1.543 -1.022 -0.575 0.498 -0.7494
N 0.058 0.142 -1.343 0.735 0.667 -0.304 -0.6485
H 0.640 0.718 1.590 -0.198 -0.039 0.045 0.1533
O -2.032 -1.411 -0.257 0.285 -0.307 0.076 -0.9725
```
Forces are in eV/Å.

Properties
- Energy above the lowest of the compared OMol25 structures with the same formula, charge and spin: 75.8 kcal per mole
- HOMO-LUMO gap: 0.2173 Ha
- Total charge: -1
- E: -9894.157 eV
- LUMO: 3.606 eV

| no. | F_max (eV/Å) |
| --- | --- |
| 1 | 0.6 |
| 2 | 1.1 |
| 3 | 1.3 |